a) The following is a DFT calculation (ωB97M-V with the def2-TZVPD basis set) of 2 unconnected molecules or ions with the total composition C3H3BrO2.

The HOMO energy comes out at -9.7758 eV. The value obtained for the LUMO energy is -0.0932 eV. The HOMO-LUMO gap is 9.68 eV.

```
9
C3H3BrO2 ωB97M-V with the def2-TZVPD basis set
C -1.37670 -2.09001 -0.08767
C -0.70319 -1.13572 -0.33694
C 0.63326 0.56492 -0.22795
O 0.17794 1.29082 0.80458
O 0.60088 1.18240 -1.39841
Br 2.36516 -0.30904 0.10150
H -2.01585 -2.92387 -0.00709
H 0.10621 0.76909 1.61250
H 0.23518 2.07936 -1.30442
```

***

b) The following is a DFT calculation (ωB97M-V with the def2-TZVPD basis set) of a molecular structure, C3H3BrO2.

The HOMO energy comes out at -9.0741 eV. The value obtained for the LUMO energy is 0.0053 eV. The HOMO-LUMO gap is 9.08 eV.

```
9
C3H3BrO2 ωB97M-V with the def2-TZVPD basis set
C -0.70023 0.97118 -0.29914
C -2.13753 0.48800 1.06309
C -0.40049 2.37311 -0.06979
O -0.51183 0.17954 -1.13911
O -2.17368 0.57682 2.25131
Br -3.51072 -0.49145 0.13152
H -0.78994 2.85272 0.84337
H -0.75921 2.86992 -0.99063
H 0.67603 2.75122 -0.17272
```

***

c) The following is a DFT calculation (ωB97M-V with the def2-TZVPD basis set) of a single C3H3BrO2 molecule.

The HOMO energy (alpha / beta) comes out at -8.3099 / -8.3092 eV. The value obtained for the LUMO energy (alpha / beta) is -0.0681 / -0.0687 eV. The HOMO-LUMO gap (alpha / beta) is 8.24 / 8.24 eV.

```
9
C3H3BrO2 ωB97M-V with the def2-TZVPD basis set
C -0.86141 -0.63838 -0.32819
C -1.18991 0.65755 -0.17190
C 1.21592 -0.07275 0.46376
O 0.48552 -0.90422 -0.16150
O -0.28938 1.37742 0.35104
Br 2.95852 -0.25380 -0.16948
H -1.38791 -1.48681 -0.78477
H -2.05189 0.91565 -0.70197
H 1.12053 0.40534 1.50303
```

***

What should be chosen as the most stable of them? Choose b).

***

a) The following is a DFT calculation (ωB97M-V with the def2-TZVPD basis set) of a single C3H3BrO2 molecule.

The HOMO energy comes out at -9.6111 eV. Its SMILES is O=CC(=O)CBr. The value obtained for the LUMO energy is -1.4882 eV. The HOMO-LUMO gap is 8.12 eV.

```
9
C3H3BrO2 ωB97M-V with the def2-TZVPD basis set
O -0.81188 0.24003 -2.10977
C -0.21614 0.84665 -1.26951
C -0.55704 0.56396 0.48881
O -1.70339 0.94973 0.98206
C 0.36473 -0.56333 0.92347
Br 1.15257 -2.01145 -0.62134
H 0.69843 1.51085 -1.45093
H -0.13088 -1.24009 1.52542
H 1.20359 -0.29634 1.53178
```

***

b) The following is a DFT calculation (ωB97M-V with the def2-TZVPD basis set) of a single C3H3BrO2 molecule.

The HOMO energy comes out at -10.3883 eV. Its SMILES is O=C1O[C@H]1CBr. The value obtained for the LUMO energy is 0.6827 eV. The HOMO-LUMO gap is 11.07 eV.

```
9
C3H3BrO2 ωB97M-V with the def2-TZVPD basis set
O -1.61807 2.82561 -0.24634
C -1.48977 1.71767 0.13908
O -1.92967 0.48502 0.08985
C -0.54674 0.65187 0.56785
C 0.49104 0.07322 -0.33620
Br 2.20637 0.68995 0.02998
H -0.17909 0.43582 1.62347
H 0.26793 0.37991 -1.41049
H 0.53029 -1.10020 -0.31484
```

***

What should be chosen as the most stable of them? Choose b).

***

a) The following is a DFT calculation (ωB97M-V with the def2-TZVPD basis set) of 5 unconnected molecules or ions with the total composition C10H30O5.

The HOMO energy comes out at -10.1325 eV. Its SMILES is CCO.CCO.CCO.CCO.CCO. The value obtained for the LUMO energy is 0.3841 eV. The HOMO-LUMO gap is 10.52 eV.

```
45
C10H30O5 ωB97M-V with the def2-TZVPD basis set
C -2.85624 2.98482 2.55096
C -3.00605 3.96782 3.71461
O -3.85674 3.49225 4.66740
H -2.12764 3.39703 1.85289
H -3.85846 2.93887 2.12488
H -2.49671 1.98191 2.78126
H -3.29417 4.93299 3.29803
H -2.02883 4.19956 4.13821
H -3.43861 2.85479 5.25084
C 0.01197 5.14220 -4.15898
C -1.47979 5.36314 -3.94877
O -2.06694 5.00239 -5.17287
H 0.24572 4.09999 -4.37638
H 0.63897 5.40988 -3.30850
H 0.48977 5.73317 -4.94036
H -1.63867 6.43522 -3.83249
H -1.94949 4.75431 -3.17624
H -1.72603 5.60659 -5.83646
C 4.35774 0.34783 7.26550
C 3.22345 -0.02050 6.35371
O 2.30873 -0.78645 7.12094
H 5.25027 0.80350 6.83671
H 4.74575 -0.47855 7.86101
H 3.97126 1.07343 7.98121
H 3.64095 -0.60856 5.53641
H 2.84192 0.90325 5.91871
H 2.76499 -1.58932 7.38331
C 1.19277 -2.24424 -0.18388
C 0.78208 -1.37921 -1.41191
O 1.05768 -1.93363 -2.67579
H 0.66587 -3.19691 -0.23790
H 0.93116 -1.82871 0.78926
H 2.24338 -2.50833 -0.30466
H 1.09989 -0.33662 -1.42244
H -0.29040 -1.23292 -1.28348
H 1.05202 -1.20338 -3.29892
C -1.48469 -7.40964 -4.45605
C -0.60201 -6.61605 -5.43330
O 0.70824 -6.59930 -4.81950
H -1.65271 -7.03118 -3.44776
H -1.15510 -8.44751 -4.40820
H -2.46092 -7.59183 -4.90537
H -0.89987 -5.58006 -5.59494
H -0.52669 -7.04348 -6.43317
H 0.67217 -5.75856 -4.35752
```

***

b) The following is a DFT calculation (ωB97M-V with the def2-TZVPD basis set) of 5 unconnected molecules or ions with the total composition C10H30O5.

The HOMO energy comes out at -10.1904 eV. Its SMILES is CCO.CCO.CCO.CCO.CCO. The value obtained for the LUMO energy is 0.7074 eV. The HOMO-LUMO gap is 10.90 eV.

```
45
C10H30O5 ωB97M-V with the def2-TZVPD basis set
C 7.72987 3.75257 -2.21877
C 6.72640 4.69843 -3.00861
O 7.36701 5.90795 -3.32194
H 8.37599 3.45667 -3.04525
H 7.26105 2.80728 -1.94539
H 8.32625 4.29090 -1.48214
H 5.95091 4.99570 -2.30268
H 6.29978 4.14580 -3.84568
H 6.61535 6.42940 -3.61296
C -2.36837 -1.84781 -7.72034
C -1.19144 -1.77954 -6.75180
O -1.80681 -2.03952 -5.53473
H -2.66809 -2.88402 -7.87698
H -2.15437 -1.50304 -8.73199
H -3.26602 -1.32981 -7.38268
H -0.78080 -0.77503 -6.64967
H -0.37464 -2.47870 -6.93101
H -2.22532 -2.90255 -5.57521
C -6.73663 0.66913 5.45506
C -6.03123 1.46017 6.59859
O -4.82560 0.78265 6.98871
H -6.86046 -0.38320 5.71075
H -6.16666 0.59777 4.52870
H -7.67343 1.16501 5.20087
H -6.70525 1.49658 7.45444
H -5.84075 2.44470 6.17137
H -4.89541 0.26115 7.79168
C 2.27147 -4.95330 3.76332
C 0.99467 -5.14245 2.89052
O 0.64718 -6.51167 3.08199
H 3.10287 -5.57099 3.42369
H 1.93453 -5.20505 4.76890
H 2.46057 -3.88889 3.90251
H 1.15940 -5.06121 1.81610
H 0.21952 -4.42710 3.16532
H 1.48153 -6.98635 3.09361
C -1.49671 1.81358 0.51738
C 0.00144 2.06265 0.33094
O 0.35527 1.66503 -0.95398
H -1.60649 0.72962 0.48447
H -2.19630 2.31356 -0.15246
H -1.80043 2.17350 1.50039
H 0.46799 1.48516 1.12903
H 0.11810 3.12913 0.52361
H -0.19591 0.93595 -1.24765
```

***

c) The following is a DFT calculation (ωB97M-V with the def2-TZVPD basis set) of 5 unconnected molecules or ions with the total composition C10H30O5.

The HOMO energy comes out at -10.1720 eV. Its SMILES is CCO.CCO.CCO.CCO.CCO. The value obtained for the LUMO energy is 0.5173 eV. The HOMO-LUMO gap is 10.69 eV.

```
45
C10H30O5 ωB97M-V with the def2-TZVPD basis set
C 2.48491 4.63269 -10.91933
C 1.42690 3.91359 -10.10964
O 0.94205 2.82852 -10.82282
H 2.80284 5.49547 -10.33398
H 2.15797 5.01016 -11.88821
H 3.39727 4.11946 -11.22316
H 0.63594 4.54390 -9.70319
H 1.90750 3.58703 -9.18743
H 0.49365 2.25102 -10.20070
C 0.01016 1.46999 -1.93342
C -0.78174 1.44988 -0.57477
O -0.20597 0.36335 0.22086
H 0.08589 0.57985 -2.55793
H 1.00085 1.81966 -1.64298
H -0.47432 2.19048 -2.59242
H -1.81388 1.13306 -0.72451
H -0.83271 2.36894 0.00904
H -0.68834 0.36848 1.05086
C -2.57427 3.03248 6.66783
C -3.55781 1.89359 6.48149
O -3.00977 0.69767 5.79946
H -2.06169 2.81800 7.60557
H -2.95072 4.05310 6.73653
H -1.82428 3.09716 5.87951
H -4.39127 2.36721 5.96271
H -3.99249 1.46458 7.38432
H -3.29241 -0.03969 6.34537
C -1.33310 -6.49812 -4.00856
C -1.20336 -7.35347 -5.31382
O -0.44814 -6.60988 -6.21381
H -1.81726 -5.53641 -4.17826
H -0.44820 -6.09976 -3.51221
H -1.88026 -6.86607 -3.14062
H -2.14560 -7.54911 -5.82569
H -0.87723 -8.37540 -5.12042
H 0.32394 -6.28690 -5.74353
C 2.94487 -0.60964 10.69230
C 2.57193 -1.01045 9.25767
O 3.02450 0.02317 8.37944
H 3.17035 -1.44323 11.35744
H 2.24768 0.05064 11.20810
H 3.92330 -0.13015 10.72144
H 1.50162 -1.21180 9.30252
H 2.92789 -1.97667 8.90015
H 2.62295 -0.02654 7.50887
```

***

What should be chosen as the most stable of them? Choose a).

***

a) The following is a DFT calculation (ωB97M-V with the def2-TZVPD basis set) of 4 unconnected molecules or ions with the total composition C2H12NO4.

The HOMO energy comes out at -3.1260 eV. Its net charge is -1. The value obtained for the LUMO energy is 3.5725 eV. The HOMO-LUMO gap is 6.70 eV.

```
19
C2H12NO4 ωB97M-V with the def2-TZVPD basis set
C 0.26634 -1.33045 0.98839
O -0.15153 -1.97083 2.06160
C -0.74675 -0.15880 0.54842
N -0.61358 0.23573 -0.86006
H 1.22678 -0.75817 1.06552
H 0.32294 -2.01146 0.09140
H -1.72837 -0.54816 0.80790
H -0.55090 0.68883 1.17674
H -0.44691 -0.53950 -1.48640
H -1.30118 0.88374 -1.20674
H -2.39887 -2.41127 -1.44835
H -1.08630 -2.49069 -0.77416
O -1.57148 -2.90289 -1.51755
H 2.32198 0.65388 0.21879
H 1.14798 1.00766 -0.72240
O 2.02391 1.31344 -0.41311
H 1.61086 2.95275 0.14949
H 0.36450 3.61905 0.70244
O 1.31058 3.76712 0.61807
```

***

b) The following is a DFT calculation (ωB97M-V with the def2-TZVPD basis set) of 4 unconnected molecules or ions with the total composition C2H12NO4.

The HOMO energy comes out at -4.6432 eV. Its net charge is -1. The value obtained for the LUMO energy is 3.7920 eV. The HOMO-LUMO gap is 8.44 eV.

```
19
C2H12NO4 ωB97M-V with the def2-TZVPD basis set
C 0.91482 -0.55426 -0.87997
N 0.69658 0.16642 0.39135
C 0.40449 -0.73907 1.47715
O -0.73077 -1.56003 1.32316
H 1.72015 -1.27895 -0.71265
H 0.04574 -1.14344 -1.14772
H 1.18986 0.16283 -1.64188
H -0.08920 0.79379 0.23548
H 1.27120 -1.40573 1.57061
H 0.29530 -0.17818 2.41419
H 3.10100 1.52288 1.74995
H 1.95636 1.53722 0.73284
O 2.59441 2.12937 1.20574
H -2.53588 -1.03280 -0.84765
H -1.41629 -1.04789 0.76436
O -2.40367 -0.31784 -0.21182
H -2.69704 0.71412 -2.77505
H -2.17713 0.90761 -1.36202
O -2.13992 1.32395 -2.28609
```

***

What should be chosen as the most stable of them? Choose b).